C16H28AgBr4Cl15O2 as an isolated structure, computed with ωB97M-V/def2-TZVPD.

The expectation value of S² is 0.755. The gap between HOMO and LUMO (spin up / spin down) comes out at 0.218 / 0.177 Eh. As for the net charge: +1. The molar mass is 1211.677 g mol⁻¹. For the HOMO energy (spin up / spin down), the calculation gives -11.48 / -11.48 eV. For the calculated total energy, the calculation gives -493135.402 eV. Its multiplicity is 2.

Each line ends with the Mulliken spin population.
CARTESIAN COORDINATES (ANGSTROEM)
Ag -2.146 3.050 -1.846  -0.0110
C 0.413 0.706 0.056  -0.0011
C -0.907 -0.015 -0.213  -0.0379
C -1.488 -0.722 1.035  0.0521
O -1.817 0.859 -0.897  0.8690
H 1.236 0.020 0.257  -0.0036
H 0.422 1.299 0.970  -0.0001
H 0.726 1.286 -0.812  0.0000
H -0.660 -0.867 -0.847  0.1096
H -0.769 -1.395 1.501  0.0041
H -2.442 -1.191 0.793  0.0021
H -1.684 0.036 1.793  -0.0025
C 3.732 1.509 1.447  0.0001
Cl 5.456 1.093 1.490  0.0000
Cl 3.536 3.240 1.012  0.0000
Cl 3.160 1.219 3.066  0.0000
H 3.137 0.868 0.796  0.0003
C -3.626 2.347 1.319  0.0031
Cl -4.657 2.722 2.737  0.0003
Cl -2.046 3.223 1.518  0.0061
Cl -4.493 2.747 -0.161  0.0009
H -3.441 1.276 1.240  -0.0020
C -0.205 -3.946 0.623  0.0022
Cl -1.836 -4.520 0.269  -0.0002
Cl 0.844 -5.258 -0.035  0.0002
Cl 0.136 -3.778 2.336  0.0000
H 0.105 -3.069 0.054  0.0017
C -2.845 -2.522 4.205  0.0000
Cl -4.063 -3.434 3.229  0.0000
Cl -2.703 -3.336 5.715  0.0000
Cl -3.309 -0.811 4.380  0.0002
H -1.891 -2.629 3.687  0.0000
C -0.378 -1.508 -4.012  -0.0040
Cl -1.646 -1.255 -5.197  0.0003
Cl 0.862 -0.358 -4.459  0.0002
Cl 0.208 -3.206 -4.020  -0.0001
H -0.787 -1.313 -3.021  0.0068
C 5.774 1.155 -3.488  0.0000
C 4.399 1.761 -3.579  -0.0001
C 3.786 1.249 -2.293  -0.0001
O 4.907 1.093 -1.416  0.0000
C 6.135 1.149 -2.027  0.0000
H 6.457 1.690 -4.148  0.0000
H 5.728 0.103 -3.770  0.0000
H 3.943 1.335 -4.472  0.0000
H 4.348 2.850 -3.547  0.0000
H 3.389 0.239 -2.393  0.0001
H 3.064 1.944 -1.865  0.0002
H 6.716 0.319 -1.627  0.0000
H 6.531 2.126 -1.747  0.0000
Br -1.095 3.960 4.727  0.0002
C -1.091 1.963 4.830  -0.0001
C 0.311 1.477 4.533  0.0001
Br 0.267 -0.472 4.272  0.0005
H -1.707 1.563 4.025  -0.0004
H -1.564 1.632 5.755  0.0000
H 1.104 1.641 5.263  0.0000
H 0.603 1.919 3.580  0.0000
Br -3.443 -3.657 -2.990  0.0000
C -4.169 -2.061 -2.021  0.0019
C -4.750 -0.905 -2.953  0.0008
Br -6.363 -1.570 -4.036  0.0001
H -3.343 -1.738 -1.387  -0.0004
H -4.941 -2.406 -1.333  0.0002
H -3.943 -0.570 -3.605  0.0005
H -5.189 -0.156 -2.293  -0.0007

C8H15F3NO9SZn as an isolated structure, computed with ωB97M-V/def2-TZVPD.

The expectation value of S² is 0.762. The gap between HOMO and LUMO (spin up / spin down) comes out at 0.236 / 0.143 Eh. As for the net charge: -2. The molar mass is 423.657 g mol⁻¹. For the HOMO energy (spin up / spin down), the calculation gives -1.44 / -1.44 eV. For the calculated total energy, the calculation gives -95861.619 eV. Its multiplicity is 2.

Each line ends with the Mulliken spin population.
CARTESIAN COORDINATES (ANGSTROEM)
Zn -1.263 -0.710 -0.593  0.0012
S -2.220 0.012 -3.638  -0.0937
O -2.054 -0.289 -2.212  -0.0065
O -1.271 -0.668 -4.472  0.3108
O -3.519 -0.298 -4.110  0.2895
O -2.027 1.457 -3.779  0.4982
O -0.425 -2.603 -0.396  0.0006
C -1.154 -3.095 0.773  0.0001
C -2.637 -2.447 0.986  0.0000
O -2.756 -1.093 0.963  -0.0001
H -0.570 -2.858 1.663  0.0000
H -1.088 -4.180 0.854  0.0000
H -3.184 -2.825 1.850  0.0000
H -3.199 -2.818 0.129  0.0000
C 0.504 1.596 0.927  0.0001
O -0.235 2.756 1.306  -0.0001
O -0.206 1.012 -0.186  0.0001
C 2.009 1.931 0.822  0.0000
F 2.747 1.545 1.923  0.0000
F 2.574 1.373 -0.256  0.0000
F 2.141 3.354 0.712  0.0000
C -0.317 3.159 2.660  0.0000
C -1.247 4.278 2.751  0.0000
H -2.239 4.040 2.366  0.0000
H -1.292 4.598 3.792  0.0000
H -0.841 5.064 2.114  0.0000
H 0.675 3.428 3.024  0.0000
H -0.718 2.331 3.244  0.0000
H 0.575 0.960 1.810  0.0000
O 4.083 -2.396 -2.568  0.0000
C 3.041 -2.382 -1.879  -0.0001
N 2.744 -3.382 -1.116  0.0000
C 2.211 -1.102 -1.827  0.0014
H 1.792 -3.333 -0.781  0.0000
H 3.369 -4.171 -1.198  0.0000
H 1.683 -1.003 -2.776  -0.0016
H 2.771 -0.170 -1.914  0.0000
H 1.542 -1.068 -0.967  0.0004

A 2-piece molecular cluster, C2H7NO2S overall, computed with ωB97M-V/def2-TZVPD.

The gap between HOMO and LUMO (spin up / spin down) comes out at 0.265 / 0.335 Eh. The molar mass is 109.150 g mol⁻¹. For the HOMO energy (spin up / spin down), the calculation gives -8.42 / -9.88 eV. The energy above the lowest of the compared OMol25 structures with the same formula, charge and spin comes out at 101.88 kcal per mole. For the calculated total energy, the calculation gives -18603.975 eV.

Each line ends with the Mulliken charge.
CARTESIAN COORDINATES (ANGSTROEM)
C -1.568 -0.605 1.074  -0.8822
C -1.224 -0.554 -0.437  -0.1833
N 2.528 0.874 -0.979  -0.5644
O 1.916 1.206 1.469  -0.4050
O -0.434 0.462 -0.747  -0.4630
S 1.779 0.224 0.433  0.5697
H -1.584 0.360 1.426  0.3304
H -2.490 -1.064 1.245  0.3854
H -0.603 -1.084 1.647  0.1482
H -2.185 -0.378 -1.061  0.2531
H -0.766 -1.501 -0.869  0.2144
H 2.023 1.718 -1.262  0.2993
H 2.609 0.341 -1.938  0.2973

A 2-piece molecular cluster, C2H8NO3 overall, computed with ωB97M-V/def2-TZVPD.

The gap between HOMO and LUMO comes out at 0.339 Eh. As for the net charge: +1. The molar mass is 94.090 g mol⁻¹. For the HOMO energy, the calculation gives -12.72 eV. The energy above the lowest of the compared OMol25 structures with the same formula, charge and spin comes out at 88.56 kcal per mole. For the calculated total energy, the calculation gives -9826.632 eV.

Each line ends with the Mulliken charge.
CARTESIAN COORDINATES (ANGSTROEM)
C -0.399 -0.511 1.070  -0.9337
C -0.194 1.221 -0.615  0.7632
N 0.462 -1.684 0.335  -0.3463
O 0.938 0.640 -1.015  -0.5231
O -0.034 2.341 0.089  -0.3582
O -1.274 0.971 -1.362  -0.3962
H 0.271 -0.187 1.815  0.3533
H -1.313 -0.831 1.476  0.3778
H 0.984 -2.465 0.797  0.3429
H 1.135 -1.110 -0.198  0.3393
H -0.245 -2.218 -0.224  0.3391
H 1.708 1.053 -0.648  0.3413
H -0.890 2.625 0.231  0.3495
H -1.148 0.155 -1.750  0.3512

One molecule with the formula C5H9N, computed with ωB97M-V/def2-TZVPD.

The gap between HOMO and LUMO comes out at 0.373 Eh. The molar mass is 83.134 g mol⁻¹. For the HOMO energy, the calculation gives -9.01 eV. The energy above the lowest of the compared OMol25 structures with the same formula, charge and spin comes out at 47.55 kcal per mole. For the calculated total energy, the calculation gives -6818.933 eV. As for the SMILES: NC1CC=CC1.

Each line ends with the Mulliken charge.
CARTESIAN COORDINATES (ANGSTROEM)
N 0.212 0.764 -1.486  -0.6809
C -0.185 0.821 -0.073  -0.0256
C -1.213 -0.179 0.381  -0.7700
C -0.310 -1.367 0.422  -0.3894
C 0.986 -1.064 0.580  -0.3944
C 1.171 0.403 0.642  -0.8721
H -0.333 1.452 -1.833  0.2780
H -0.337 -0.112 -1.893  0.2695
H -0.372 1.967 -0.007  0.4296
H -1.566 0.095 1.389  0.2852
H -2.137 -0.219 -0.208  0.3775
H -0.801 -2.284 0.263  0.4247
H 1.651 -1.823 0.285  0.3634
H 1.215 0.924 1.527  0.3706
H 2.019 0.621 0.013  0.3342

An isolated ion of composition C8H13N3S and charge +2, computed with ωB97M-V/def2-TZVPD.

The gap between HOMO and LUMO (spin up / spin down) comes out at 0.218 / 0.205 Eh. As for the net charge: +2. The molar mass is 183.280 g mol⁻¹. For the HOMO energy (spin up / spin down), the calculation gives -16.62 / -16.40 eV. The energy above the lowest of the compared OMol25 structures with the same formula, charge and spin comes out at 61.20 kcal per mole. For the calculated total energy, the calculation gives -23789.811 eV.

Each line ends with the Mulliken charge.
CARTESIAN COORDINATES (ANGSTROEM)
C -1.854 -1.648 -0.851  -0.3473
C 1.096 0.252 -0.372  0.1284
C 0.702 2.534 -0.566  -0.0185
C -2.584 0.407 -0.466  -0.5363
C -0.627 1.291 1.060  -0.9911
C -0.968 -1.236 0.388  0.0460
C -1.630 0.119 0.750  -0.1500
C 3.533 -1.394 -0.167  -0.7953
N -2.705 -0.864 -1.200  -0.3884
N 0.401 -1.110 0.195  -0.0358
N 0.466 1.409 0.037  0.3029
S 2.850 0.287 -0.472  0.1045
H -1.791 -2.636 -1.281  0.4797
H 0.084 3.393 -0.379  0.3100
H 1.538 2.675 -1.216  0.2777
H -3.673 0.743 -0.073  0.3505
H -2.176 1.269 -1.096  0.2469
H -1.282 2.182 1.182  0.4342
H -0.260 1.262 2.083  0.3654
H -1.348 -2.153 0.966  0.3627
H -2.205 0.029 1.664  0.5637
H 4.477 -1.500 -0.834  0.3777
H 2.813 -2.121 -0.223  0.2396
H 4.107 -1.232 0.797  0.3696
H 1.038 -1.957 0.074  0.3032

These records have max |F| values of 0.068 0.099 0.091 0.091 0.105 0.163 hartree/bohr, in the order they appear.